# 1
Density functional theory data (ωB97M-V with the def2-TZVPD basis set) for C22H14BBrF2I2N6O3Tc as an isolated structure at a distorted geometry.

Positions of all 52 atoms, in Å:
Tc (-0.3875, -0.3692, -0.0652)
O (1.0220, -1.3424, -1.2885)
C (2.2999, -0.8324, -1.0338)
C (3.3657, -1.6515, -0.6977)
C (4.6365, -1.1692, -0.7165)
C (4.9650, 0.1316, -1.1093)
C (3.9147, 0.9802, -1.4554)
C (2.5436, 0.5586, -1.2398)
C (1.5281, 1.5538, -1.0802)
N (0.5181, 1.3915, -0.1830)
N (0.0302, 2.4066, 0.6114)
C (-0.9009, 1.9026, 1.3862)
O (-1.4115, 0.6813, 1.3760)
C (-1.4997, 2.8221, 2.3473)
C (-1.0045, 4.0958, 2.3873)
C (-1.4944, 5.0245, 3.2971)
C (-2.5138, 4.6511, 4.1400)
C (-3.0745, 3.3508, 4.1493)
C (-2.5199, 2.4340, 3.1936)
H (3.1607, -2.6537, -0.4401)
H (5.5078, -1.8954, -0.5203)
H (6.0144, 0.3477, -1.2487)
H (4.0671, 1.9555, -1.8962)
H (1.6702, 2.5035, -1.6388)
H (-0.2861, 4.5079, 1.6363)
H (-1.1478, 6.0295, 3.2986)
H (-2.8473, 5.4307, 4.8104)
H (-3.8732, 3.0329, 4.8400)
H (-2.9688, 1.3950, 3.2044)
O (0.5704, -1.9965, -3.6241)
N (1.6910, -1.3184, -4.0889)
C (1.3338, -0.2262, -4.7051)
C (0.0625, -0.1296, -5.2967)
N (-0.9225, -0.0249, -5.9115)
C (2.1767, 0.9003, -4.6601)
N (2.8567, 1.8120, -4.4489)
F (2.0078, -3.3248, -2.1778)
B (0.8793, -2.5412, -2.2281)
F (-0.2861, -3.1982, -1.7688)
Br (-5.0335, -3.2902, 1.6576)
C (-3.2307, -3.3367, 1.2320)
C (-2.4686, -4.4718, 1.4077)
C (-1.0969, -4.4326, 1.2507)
C (-0.5059, -3.2751, 0.8031)
N (-1.2053, -2.1672, 0.5798)
C (-2.5411, -2.1919, 0.7464)
H (-3.0035, -5.3776, 1.7107)
H (-0.4026, -5.2768, 1.4474)
H (0.5922, -3.2624, 0.5821)
H (-3.0782, -1.2554, 0.5447)
I (-2.0950, 0.1994, -1.9860)
I (-5.6150, 0.9125, 2.8694)

Atomic forces in eV per Å
0.003 0.097 -0.464
1.067 0.234 0.993
0.233 1.151 -0.586
-1.041 0.309 0.044
2.811 -0.775 0.315
-1.042 -0.415 -0.669
-1.040 -0.582 0.650
0.965 -1.488 -0.545
-2.115 1.324 1.128
2.589 0.124 -1.419
-0.436 -0.692 -0.764
-0.813 0.125 -0.232
1.656 0.059 -1.037
0.088 -0.414 -0.087
0.817 2.655 -0.488
-0.323 -1.273 -0.597
-0.883 -0.483 1.022
1.365 -0.027 -1.387
-2.027 -0.384 2.094
0.013 -0.926 0.056
-1.550 1.206 -0.117
-0.124 0.459 -0.027
0.090 0.187 0.324
-0.031 -0.244 1.032
-0.519 -1.016 0.789
0.321 0.585 0.020
-0.390 -0.196 0.268
0.536 0.330 -0.496
1.034 1.196 -0.280
1.510 -0.206 -0.240
-1.198 0.920 1.858
0.068 -1.904 0.386
-3.085 0.769 -1.554
1.729 -0.224 1.162
1.717 1.062 -0.053
-0.641 -0.632 -0.303
-0.516 0.133 -0.193
-1.119 -0.767 -0.709
1.000 0.508 -0.890
-0.403 0.049 -0.103
1.835 1.388 -0.986
-0.696 -0.924 0.665
1.036 -0.646 -0.078
1.347 -0.233 0.073
-1.739 -0.284 -0.104
-0.970 -0.343 0.918
0.465 0.190 0.003
-0.994 0.451 -0.201
-1.204 0.188 0.358
0.281 -0.482 0.144
0.402 -0.123 0.369
-0.078 -0.016 -0.062

Calculated values
* HOMO (alpha / beta): -8.312 / -8.549 eV
* expectation value of S²: 3.7869
* ΔE to the lowest compared entry with this formula, charge and spin: 103.6 kJ/mol
* HOMO-LUMO gap (alpha / beta): 6.24 / 5.29 eV
* LUMO (alpha / beta): -2.0691 / -3.2545 eV
* 2S+1: 4

=====

# 2
Density functional theory data (ωB97M-V with the def2-TZVPD basis set) for C26H46F9N5NbO7S as an isolated structure at a distorted geometry.

Positions of all 95 atoms, in Å:
C (-3.7750, -3.6526, -1.1297)
C (-4.4927, -2.6831, -2.1043)
C (-3.5310, -1.9995, -3.1353)
C (-3.7100, -0.4479, -3.1692)
C (-2.4352, 0.3970, -3.4091)
Nb (-1.0043, 0.7228, -1.6941)
C (0.5512, 1.1211, -3.3282)
C (1.4136, 2.4030, -3.1450)
C (2.8743, 2.1580, -2.7749)
F (3.4502, 1.2019, -3.4891)
F (3.0450, 2.0263, -1.4539)
F (3.5451, 3.3044, -3.1054)
C (-0.1954, -1.4400, -1.8180)
O (-0.7823, -2.3753, -0.8711)
C (-0.3045, -3.6257, -1.0286)
C (0.2384, -4.3995, 0.1625)
O (-0.3290, -4.1727, -2.0740)
C (-2.5173, 0.0347, -0.1272)
C (-3.7288, 0.8732, 0.1463)
O (-3.7873, 2.0295, 0.4335)
N (-5.0224, 0.1307, 0.1729)
C (-6.0260, 0.9563, -0.5305)
C (-5.4110, -0.1276, 1.5733)
C (-1.5718, 2.9187, -1.5683)
C (-1.2135, 3.8159, -0.3659)
N (0.0143, 4.6118, -0.5624)
N (-1.1284, 3.2757, 0.9721)
N (-2.3010, 4.8779, -0.2698)
N (0.5676, 1.0186, -0.2297)
C (0.7150, 0.1506, 0.5502)
S (1.3224, -1.1054, 1.3458)
H (-3.1464, -4.3737, -1.6634)
H (-4.5593, -4.2142, -0.5968)
H (-3.2091, -3.0674, -0.3977)
H (-5.0387, -1.9513, -1.4929)
H (-5.2588, -3.2590, -2.6479)
H (-2.4967, -2.3377, -3.0094)
H (-3.8582, -2.3940, -4.1103)
H (-4.3257, -0.1729, -2.3068)
H (-4.3677, -0.2624, -4.0421)
H (-1.8745, -0.0429, -4.2506)
H (-2.7477, 1.4039, -3.7457)
H (1.2497, 0.2692, -3.4129)
H (0.0783, 1.1768, -4.3210)
H (1.0469, 3.1567, -2.4387)
H (1.4752, 2.9088, -4.1218)
H (0.9054, -1.4730, -1.7151)
H (-0.3888, -1.7562, -2.8604)
H (0.6593, -5.3397, -0.2044)
H (1.0354, -3.8714, 0.6960)
H (-0.5581, -4.6553, 0.8753)
H (-2.8953, -0.9340, -0.4923)
H (-2.0580, -0.2049, 0.8502)
H (-5.5147, 1.3878, -1.4002)
H (-6.8117, 0.3088, -0.9467)
H (-6.4389, 1.7526, 0.1061)
H (-5.5994, -1.1920, 1.7751)
H (-6.3504, 0.4080, 1.7774)
H (-4.6241, 0.2496, 2.2402)
H (-2.6590, 2.9406, -1.7479)
H (-1.1372, 3.3807, -2.4784)
H (0.1383, 5.2333, 0.2251)
H (-0.0277, 5.1168, -1.4377)
H (-1.3856, 2.3048, 1.0651)
H (-0.2329, 3.4352, 1.4113)
H (-2.9272, 4.6672, 0.4972)
H (-2.7824, 4.9863, -1.1537)
C (5.7642, 1.3220, -1.6927)
C (7.2437, 1.0549, -1.8670)
O (7.8863, 0.7927, -0.6011)
C (7.7417, -0.4342, -0.1127)
O (7.1339, -1.3269, -0.6269)
C (8.5139, -0.5630, 1.2070)
F (8.2889, 0.4796, 2.0248)
F (9.8431, -0.6168, 0.9849)
F (8.1759, -1.6711, 1.8727)
H (5.5995, 2.1306, -0.9802)
H (5.3183, 1.5901, -2.6392)
H (5.2476, 0.4452, -1.3031)
H (7.7331, 1.9374, -2.2769)
H (7.4261, 0.2323, -2.5596)
C (3.2622, -1.0663, 7.3496)
C (1.8393, -1.3355, 7.7927)
O (0.9086, -1.0909, 6.7268)
C (0.7966, -2.0581, 5.8155)
O (1.4018, -3.0904, 5.8220)
C (-0.2575, -1.6741, 4.7699)
F (-0.1032, -0.4119, 4.3480)
F (-1.5045, -1.7689, 5.2807)
F (-0.2011, -2.4690, 3.7021)
H (3.3528, -0.0550, 6.9509)
H (3.9518, -1.1804, 8.1865)
H (3.5654, -1.7514, 6.5581)
H (1.5658, -0.6540, 8.5971)
H (1.7216, -2.3508, 8.1734)

Atomic forces in eV per Å
-0.932 0.295 -0.173
0.487 -0.510 0.035
-0.926 0.004 0.075
-0.271 -0.502 -0.962
0.057 -0.193 0.620
-0.276 0.773 -0.750
0.228 -0.253 0.102
0.142 -0.361 -0.573
-1.934 2.215 -0.205
0.197 -0.918 0.194
0.343 -0.857 -0.246
0.554 0.149 0.056
0.124 0.621 -0.454
0.688 -0.073 0.580
-0.042 -0.076 1.544
-0.045 0.105 0.530
0.060 -0.951 -2.495
-0.765 -0.556 -0.028
-0.791 -1.681 0.504
0.643 1.333 -0.004
0.077 0.356 -0.530
0.442 -0.503 -0.302
-0.032 -0.029 -0.236
1.031 -0.378 0.183
-1.045 2.548 0.290
0.708 -1.703 -0.614
-0.104 -0.293 0.307
0.252 0.003 0.203
-1.375 0.986 -0.712
1.986 -1.197 0.142
-0.378 0.261 0.455
0.074 0.241 0.165
0.337 0.050 0.034
0.149 -0.353 -0.169
0.223 0.025 -0.217
0.176 0.170 0.080
-0.152 0.242 0.267
0.422 0.175 0.081
0.520 0.241 0.018
0.047 0.064 0.344
-0.124 0.085 0.211
0.222 -0.168 0.124
-0.306 0.114 0.077
-0.029 -0.005 0.320
0.034 -0.349 0.094
0.039 -0.067 0.257
-0.305 0.002 0.157
-0.108 -0.072 0.341
-0.199 0.210 -0.118
-0.361 0.166 -0.070
0.140 0.307 -0.107
0.178 0.190 0.143
0.191 0.281 -0.311
-0.325 0.188 0.216
-0.012 0.165 0.385
0.010 -0.088 -0.252
0.211 0.197 -0.121
0.303 -0.042 0.199
-0.337 -0.195 0.091
0.217 -0.160 0.285
-0.075 -0.155 0.227
-0.277 0.227 -0.241
-0.139 0.268 0.271
-0.045 0.110 -0.170
0.100 -0.213 -0.365
-0.151 -0.228 -0.329
-0.235 -0.116 0.220
0.346 -0.227 0.551
-0.439 0.234 -0.511
0.326 -0.174 0.321
-0.347 0.341 -0.840
0.234 -0.145 0.366
0.312 -0.091 0.937
-0.023 -0.135 -0.290
-0.264 0.034 -0.174
-0.033 0.172 -0.342
0.063 0.075 -0.103
0.227 0.041 -0.070
0.007 -0.033 -0.118
0.181 -0.014 0.262
0.017 -0.139 0.213
0.044 -0.013 -0.314
0.441 -0.003 0.396
-0.306 -0.039 -0.205
0.422 -0.036 0.657
-0.246 0.048 -0.239
-0.657 0.374 -1.154
0.112 -0.226 0.343
0.337 -0.113 0.218
0.076 -0.069 0.593
-0.018 0.027 0.119
-0.053 0.012 0.024
-0.023 -0.067 0.081
-0.203 0.084 -0.179
-0.050 -0.045 -0.214

Calculated values
* HOMO: -5.155 eV
* ΔE to the lowest compared entry with this formula, charge and spin: 0.0 kJ/mol
* total charge: -1
* HOMO-LUMO gap: 6.89 eV
* LUMO: 1.7304 eV
* 2S+1: 1